[1]
Here is C16H20NOSeTl as an isolated structure in a non-equilibrium geometry from the OMol25 dataset. Energies are from the ωB97M-V functional and the def2-TZVPD basis.

Calculated values
Net charge = -2
Multiplicity = 1
E_tot = -3325.1582 Ha
E_HOMO (spin up / spin down) = 2.00 / 2.00 eV
F_max = 0.177 hartree/bohr
Lowest unoccupied orbital energy (spin up / spin down) = 4.37 / 4.37 eV

Last column: Mulliken charge in e.
Positions of all 40 atoms, in Å:
1 Tl 0.021 0.068 1.238  1.86
2 C 0.733 -1.743 2.890  -0.65
3 C -0.754 -1.745 2.916  -0.32
4 C -1.203 -2.131 1.607  -0.98
5 H -1.405 -1.381 3.723  0.48
6 C -0.048 -2.425 0.816  -0.21
7 C 1.137 -2.145 1.568  -1.26
8 H 2.155 -2.246 1.252  0.63
9 H 1.411 -1.403 3.688  0.58
10 H -2.234 -2.147 1.309  0.45
11 H -0.066 -2.722 -0.222  0.40
12 C 1.511 1.793 1.996  -0.59
13 C 2.339 0.660 1.643  -0.64
14 C 2.188 0.411 0.231  -1.01
15 H 2.927 0.076 2.330  0.59
16 C 1.294 1.420 -0.304  0.20
17 C 0.866 2.268 0.799  -1.11
18 H 0.135 3.054 0.739  0.43
19 H 1.349 2.174 2.988  0.59
20 H 2.620 -0.393 -0.338  0.45
21 H 0.938 1.467 -1.322  0.49
22 O -1.251 -0.055 -0.364  -0.04
23 C -0.765 0.286 -3.181  0.69
24 C -2.000 0.486 -2.419  -1.20
25 C -0.294 -1.069 -3.454  -1.44
26 C -0.144 1.433 -3.863  -1.88
27 C -1.812 0.993 -0.980  -0.71
28 H -2.596 -0.443 -2.368  0.07
29 H -2.640 1.248 -2.898  0.53
30 H -1.234 1.919 -0.968  0.32
31 H -2.768 1.155 -0.480  0.37
32 H -0.788 -1.525 -4.338  0.40
33 H -0.497 -1.755 -2.606  0.16
34 H 0.794 -1.117 -3.664  0.22
35 H -0.580 1.620 -4.866  0.67
36 H 0.943 1.293 -4.034  0.20
37 H -0.266 2.380 -3.303  0.23
38 Se 0.000 0.016 6.255  -0.34
39 C 0.007 0.072 4.599  0.17
40 N -0.021 0.150 3.385  -0.81

=====

[2]
Here is C10H13N13O2PtS as an isolated structure from the OMol25 dataset. Energies are from the ωB97M-V functional and the def2-TZVPD basis.

Calculated values
Net charge = +2
Multiplicity = 5
E_tot = -1767.9321 Ha
E_HOMO (spin up / spin down) = -14.81 / -14.81 eV
F_max = 0.012 hartree/bohr
Relative energy (zero: lowest compared OMol25 entry of this formula, charge and spin) = 10.0 kcal per mole
Lowest unoccupied orbital energy (spin up / spin down) = -6.48 / -10.54 eV

Last column: Mulliken spin population.
Positions of all 40 atoms, in Å:
1 Pt 1.468 -0.483 1.032  1.44
2 N 4.611 1.116 0.806  0.28
3 C 4.578 -0.256 1.019  -0.05
4 N 5.639 -1.032 1.102  0.11
5 N 5.147 -2.275 1.169  -0.02
6 N 3.866 -2.233 1.158  0.20
7 N 3.455 -0.963 1.073  0.09
8 C 3.555 1.846 0.484  0.11
9 N 3.599 3.189 0.231  0.14
10 N 2.407 3.527 -0.066  0.05
11 N 1.571 2.445 -0.016  0.34
12 N 2.272 1.407 0.321  0.19
13 H 5.521 1.574 0.830  -0.01
14 O -2.586 3.850 -3.252  0.00
15 C -3.488 2.844 -2.880  0.00
16 N -2.931 2.306 -1.649  0.00
17 C -3.279 1.108 -1.166  0.00
18 O -4.089 0.351 -1.665  0.00
19 C -2.569 0.644 0.086  0.00
20 C -3.298 0.302 1.222  0.00
21 C -2.634 -0.230 2.314  0.00
22 C -1.272 -0.451 2.228  0.02
23 N -0.574 -0.150 1.119  0.06
24 C -1.210 0.417 0.076  0.01
25 H -2.991 4.418 -3.916  0.00
26 H -3.543 2.035 -3.613  0.00
27 H -4.491 3.239 -2.696  0.00
28 H -2.296 2.914 -1.153  0.00
29 H -4.370 0.452 1.236  0.00
30 H -3.156 -0.484 3.225  0.00
31 H -0.717 -0.873 3.054  0.01
32 H -0.603 0.671 -0.784  0.01
33 N -0.562 -3.528 -0.840  0.04
34 C 0.557 -3.640 -0.160  -0.03
35 N 0.765 -4.565 0.749  0.03
36 S 1.869 -2.498 -0.495  0.98
37 H -1.314 -4.199 -0.741  0.00
38 H -0.666 -2.845 -1.576  0.00
39 H 0.099 -5.308 0.918  0.00
40 H 1.659 -4.641 1.216  0.00

=====

[3]
Here is a 5-piece molecular cluster, C28H39NO14 overall in a non-equilibrium geometry from the OMol25 dataset. Energies are from the ωB97M-V functional and the def2-TZVPD basis.

Calculated values
Net charge = 0
Multiplicity = 1
E_tot = -2198.4145 Ha
E_HOMO = -8.89 eV
F_max = 0.040 hartree/bohr
SMILES = [H]/N=C\CC1=CC(=O)C=C(Cc2ccc(C)cc2)C1=O.COC(=O)OC.COC(=O)OC.COC(=O)OC.COC(=O)OC
Relative energy (zero: lowest compared OMol25 entry of this formula, charge and spin) = 0.0 kcal per mole
Lowest unoccupied orbital energy = -1.01 eV

Last column: Mulliken charge in e.
Positions of all 82 atoms, in Å:
1 H -3.470 -3.391 -3.042  0.24
2 N -4.214 -4.097 -3.090  -0.61
3 C -4.433 -4.533 -1.922  -0.09
4 C -3.682 -4.087 -0.671  -0.94
5 C -3.425 -2.597 -0.638  0.26
6 C -4.350 -1.648 -0.557  -0.24
7 C -3.866 -0.214 -0.580  -0.13
8 O -4.397 0.667 0.066  -0.60
9 C -2.680 0.021 -1.485  -0.71
10 C -1.740 -0.916 -1.572  0.88
11 C -0.544 -0.756 -2.507  -1.44
12 C 0.600 -1.728 -2.263  0.87
13 C 1.765 -1.292 -1.688  -0.81
14 C 2.772 -2.206 -1.442  -0.90
15 C 2.583 -3.518 -1.762  1.14
16 C 3.662 -4.545 -1.459  -1.56
17 C 1.418 -3.953 -2.365  -0.82
18 C 0.420 -3.045 -2.608  -0.27
19 C -1.972 -2.141 -0.708  0.47
20 O -1.119 -2.718 -0.070  -0.56
21 H -5.186 -5.318 -1.807  0.39
22 H -4.140 -4.454 0.252  0.44
23 H -2.703 -4.586 -0.717  0.29
24 H -5.407 -1.890 -0.476  0.52
25 H -2.630 0.955 -2.040  0.62
26 H -0.937 -0.990 -3.509  0.31
27 H -0.221 0.286 -2.566  0.54
28 H 1.835 -0.240 -1.432  0.43
29 H 3.672 -1.832 -0.963  0.44
30 H 3.875 -5.201 -2.304  0.37
31 H 3.318 -5.124 -0.593  0.31
32 H 4.590 -4.067 -1.132  0.34
33 H 1.319 -5.001 -2.626  0.40
34 H -0.500 -3.390 -3.075  0.37
35 C -6.317 1.974 -5.394  -0.62
36 O -5.296 1.097 -5.872  -0.33
37 C -5.511 -0.192 -5.599  0.82
38 O -6.458 -0.638 -5.007  -0.55
39 O -4.494 -0.895 -6.093  -0.34
40 C -4.591 -2.306 -5.870  -0.37
41 H -6.028 2.982 -5.676  0.22
42 H -7.274 1.738 -5.856  0.29
43 H -6.395 1.919 -4.309  0.27
44 H -5.477 -2.713 -6.354  0.32
45 H -4.602 -2.529 -4.807  0.09
46 H -3.711 -2.766 -6.314  0.23
47 C 7.778 -0.017 0.972  -0.66
48 O 7.119 1.192 1.354  -0.32
49 C 5.789 1.112 1.360  0.86
50 O 5.138 0.140 1.082  -0.55
51 O 5.306 2.297 1.733  -0.34
52 C 3.878 2.360 1.789  -0.65
53 H 8.846 0.177 1.006  0.23
54 H 7.542 -0.820 1.668  0.30
55 H 7.503 -0.301 -0.043  0.30
56 H 3.490 1.651 2.519  0.29
57 H 3.446 2.172 0.807  0.32
58 H 3.616 3.367 2.102  0.23
59 C -1.473 6.616 2.092  -0.61
60 O -2.111 5.516 2.737  -0.33
61 C -2.160 4.403 2.000  0.79
62 O -1.722 4.277 0.886  -0.56
63 O -2.774 3.463 2.712  -0.35
64 C -2.900 2.204 2.037  -0.65
65 H -1.497 7.451 2.788  0.21
66 H -0.435 6.379 1.862  0.28
67 H -2.009 6.896 1.186  0.29
68 H -1.915 1.796 1.807  0.29
69 H -3.489 2.309 1.136  0.35
70 H -3.412 1.525 2.713  0.29
71 C 2.876 2.077 8.459  -0.64
72 O 3.320 2.616 7.213  -0.31
73 C 4.365 1.978 6.684  0.77
74 O 4.928 1.029 7.160  -0.54
75 O 4.675 2.577 5.533  -0.31
76 C 5.786 1.995 4.848  -0.67
77 H 2.029 2.678 8.782  0.22
78 H 2.551 1.045 8.337  0.29
79 H 3.662 2.142 9.209  0.29
80 H 5.574 0.959 4.584  0.27
81 H 6.688 2.056 5.454  0.43
82 H 5.939 2.563 3.937  0.21

=====

[4]
Here is one molecule with the formula C4H6O2 in a non-equilibrium geometry from the OMol25 dataset. Energies are from the ωB97M-V functional and the def2-TZVPD basis.

Calculated values
Net charge = 0
Multiplicity = 1
E_tot = -306.3745 Ha
E_HOMO = -9.69 eV
F_max = 0.070 hartree/bohr
SMILES = CC(=O)[C@H]1CO1
Relative energy (zero: lowest compared OMol25 entry of this formula, charge and spin) = 82.7 kcal per mole
Lowest unoccupied orbital energy = 0.80 eV

Last column: Mulliken charge in e.
Positions of all 12 atoms, in Å:
1 C -1.368 -0.439 -0.600  -0.79
2 C -0.564 -0.611 0.590  0.38
3 O -0.751 -1.470 1.439  -0.61
4 C 0.532 0.387 0.723  0.08
5 C 1.511 0.436 -0.369  -0.37
6 O 0.622 1.516 -0.128  -0.41
7 H -1.198 0.371 -1.305  0.37
8 H -1.641 -1.393 -1.103  0.27
9 H -1.827 0.192 0.415  0.18
10 H 0.805 0.518 1.758  0.41
11 H 1.323 -0.102 -1.302  0.24
12 H 2.555 0.595 -0.118  0.27

=====

[5]
Here is a 2-piece molecular cluster, C10H15N4 overall in a non-equilibrium geometry from the OMol25 dataset. Energies are from the ωB97M-V functional and the def2-TZVPD basis.

Calculated values
Net charge = +1
Multiplicity = 1
E_tot = -608.7014 Ha
E_HOMO = -12.57 eV
F_max = 0.086 hartree/bohr
Relative energy (zero: lowest compared OMol25 entry of this formula, charge and spin) = 118.2 kcal per mole
Lowest unoccupied orbital energy = -5.05 eV

Last column: Mulliken charge in e.
Positions of all 29 atoms, in Å:
1 C 1.551 1.751 -1.271  -0.73
2 C 1.254 0.772 -2.178  -0.83
3 C 0.929 -1.045 -0.401  -0.24
4 C 1.359 1.489 0.084  0.70
5 C 1.041 -0.574 -1.779  0.86
6 C 0.942 0.138 0.517  0.16
7 C 1.539 2.130 1.263  -0.78
8 C -2.821 0.500 1.169  -1.29
9 C -2.295 -1.275 -0.476  -0.82
10 C -2.163 -0.045 0.012  0.49
11 N 1.269 1.380 2.350  -1.06
12 N 0.819 -1.515 -2.779  -0.49
13 N 0.637 -0.751 2.817  -0.87
14 N 0.939 0.205 1.837  1.09
15 H 2.122 2.557 -1.601  0.52
16 H 1.094 0.870 -3.249  0.40
17 H 1.537 -2.002 -0.185  0.53
18 H 1.850 3.181 1.454  0.46
19 H -3.267 -0.306 1.667  0.35
20 H -2.171 1.143 1.811  0.26
21 H -3.664 1.143 0.994  0.35
22 H -2.872 -2.030 0.130  0.22
23 H -0.163 -1.453 -0.341  0.03
24 H -1.857 -1.602 -1.362  0.42
25 H -1.562 0.783 -0.513  0.20
26 H 1.056 -1.221 -3.797  0.28
27 H 0.941 -2.535 -2.485  0.29
28 H 0.711 -0.217 3.615  0.30
29 H 1.243 -1.471 2.700  0.21

=====

[6]
Here is a 2-piece molecular cluster, C3H11O overall in a non-equilibrium geometry from the OMol25 dataset. Energies are from the ωB97M-V functional and the def2-TZVPD basis.

Calculated values
Net charge = +1
Multiplicity = 1
E_tot = -195.7884 Ha
E_HOMO = -15.05 eV
F_max = 0.047 hartree/bohr
Relative energy (zero: lowest compared OMol25 entry of this formula, charge and spin) = 17.5 kcal per mole
Lowest unoccupied orbital energy = -4.97 eV

Last column: Mulliken charge in e.
Positions of all 15 atoms, in Å:
1 O -1.858 -2.210 0.246  -0.38
2 H -1.800 -3.124 -0.054  0.44
3 H -2.713 -1.800 0.041  0.44
4 H -1.096 -1.497 0.143  0.41
5 C 0.128 1.858 0.592  -1.03
6 C 1.326 0.894 0.069  -0.19
7 C 0.798 -0.353 -0.658  -1.05
8 H -0.670 1.959 -0.243  0.27
9 H 0.458 2.910 0.857  0.32
10 H -0.357 1.406 1.483  0.27
11 H 1.896 0.722 0.983  0.28
12 H 1.941 1.440 -0.684  0.29
13 H 1.521 -0.740 -1.349  0.37
14 H 0.424 -1.295 -0.098  0.08
15 H 0.000 -0.169 -1.327  0.47